The following is a quantum chemistry calculation of a 3-piece molecular cluster, C20H43N3O10 overall, from the OMol25 dataset.

Structure (XYZ):
```
76
Properties=species:S:1:pos:R:3:forces:R:3:mulliken_charge:R:1
C 0.920 1.780 -1.386 0.2 0.6 0.2 -0.736
C 1.358 2.826 -2.600 -0.5 -2.6 -4.1 0.686
O 1.263 2.370 -3.851 0.8 3.7 7.5 -0.579
O 1.852 4.145 -2.177 -1.9 -2.5 -2.5 -0.317
C 1.707 5.163 -3.229 -0.1 1.8 -0.8 -0.532
C 0.171 5.673 -3.498 -0.1 0.6 -0.2 -0.300
C -0.489 6.521 -2.232 -0.4 0.4 -1.6 -0.544
N -0.397 5.800 -0.901 -2.9 -1.5 -0.4 -0.075
C -1.561 4.863 -0.666 -3.1 1.2 4.7 0.221
O -2.389 4.982 0.393 5.3 -0.8 -6.5 -0.607
O -1.798 3.735 -1.600 -0.3 3.4 0.3 -0.097
C -3.032 3.970 -2.382 -1.6 -0.7 -0.3 -0.234
C -3.203 2.703 -3.451 5.0 -3.1 -3.4 0.344
O -2.129 2.258 -4.139 -7.5 3.2 4.5 -0.430
O -4.501 1.999 -3.653 2.8 2.2 2.6 -0.466
H 1.759 0.971 -1.247 -1.6 1.6 -0.4 0.318
H -0.087 1.237 -1.668 2.2 1.3 0.3 0.217
H 0.768 2.322 -0.355 0.4 -0.9 -2.1 0.182
H 2.170 4.857 -4.260 -0.9 0.2 2.1 0.326
H 2.309 6.120 -2.845 -1.2 -2.3 -0.7 0.301
H 0.230 6.440 -4.410 0.0 -1.6 2.0 0.371
H -0.562 4.819 -3.866 1.7 1.5 1.0 0.112
H -1.629 6.725 -2.521 2.4 -0.3 0.6 0.186
H -0.004 7.606 -2.139 -0.8 -2.6 -0.1 0.423
H -0.236 6.451 -0.099 -0.8 -1.1 -0.9 0.311
H -3.029 4.990 -2.977 0.2 -2.2 1.1 0.197
H -3.974 3.960 -1.680 1.9 0.1 -1.2 0.364
H -4.945 1.971 -2.742 0.7 0.3 -1.8 0.348
C 1.534 2.192 4.761 0.4 0.0 -0.1 -0.682
O 2.683 1.409 5.059 -0.6 -0.1 0.3 -0.328
C 2.392 0.234 5.827 0.6 -0.4 -0.3 -0.787
C 2.533 -1.035 4.968 -0.5 0.6 0.0 -0.200
N 1.459 -1.132 3.975 0.4 0.0 0.1 -0.236
C 1.698 -2.139 2.934 -0.1 0.5 -0.2 -0.635
C 2.956 -1.982 2.054 -0.5 -0.3 -0.2 -0.577
O 2.915 -0.865 1.163 0.2 -0.1 0.4 -0.410
C 3.257 0.377 1.762 -0.1 0.0 -0.6 -0.481
H 1.872 3.162 4.387 0.1 -0.2 0.1 0.230
H 0.935 1.722 3.978 -0.2 0.0 0.0 0.278
H 0.920 2.358 5.651 0.0 0.0 0.0 0.334
H 1.409 0.288 6.309 0.0 0.0 -0.2 0.394
H 3.146 0.194 6.622 -0.1 0.0 -0.1 0.398
H 2.503 -1.915 5.619 0.0 0.0 0.0 0.377
H 3.516 -0.995 4.491 0.2 0.0 0.1 0.166
H 1.342 -0.230 3.520 0.0 -0.2 0.2 0.093
H 0.821 -2.117 2.275 0.4 -0.1 0.2 0.253
H 1.710 -3.131 3.404 0.1 0.1 0.0 0.368
H 3.006 -2.870 1.410 -0.1 0.2 0.0 0.352
H 3.886 -1.984 2.632 0.0 0.2 0.1 0.419
H 4.021 0.274 2.535 -0.1 0.0 0.1 0.313
H 2.363 0.855 2.160 0.0 0.2 0.3 0.076
H 3.649 1.038 0.979 0.0 -0.2 0.1 0.299
C -2.683 -3.597 -3.275 -0.2 0.2 0.3 -0.677
O -3.314 -4.114 -2.111 0.2 -0.4 -0.4 -0.320
C -3.230 -5.541 -2.000 0.0 0.0 0.7 -0.820
C -2.256 -5.951 -0.881 0.0 0.3 -0.7 -0.143
N -0.867 -5.663 -1.249 -0.1 0.1 0.2 -0.316
C 0.076 -5.742 -0.127 0.0 0.3 -0.2 -0.878
C -0.155 -4.802 1.076 0.5 -0.1 -0.1 -0.473
O 0.075 -3.419 0.795 -0.5 -0.6 -0.1 -0.362
C -1.010 -2.762 0.155 0.4 0.3 0.1 -0.480
H -2.992 -2.555 -3.393 0.0 -0.2 0.1 0.213
H -1.596 -3.613 -3.168 0.1 -0.1 -0.2 0.287
H -2.978 -4.151 -4.171 0.1 0.0 0.0 0.335
H -2.973 -6.015 -2.954 0.1 0.2 0.1 0.396
H -4.233 -5.886 -1.722 0.1 0.0 0.0 0.390
H -2.362 -7.024 -0.687 0.0 0.1 0.0 0.392
H -2.551 -5.409 0.021 -0.2 0.0 0.1 0.140
H -0.812 -4.727 -1.641 -0.1 -0.3 0.1 0.079
H 1.069 -5.521 -0.540 -0.1 0.0 0.2 0.399
H 0.110 -6.779 0.230 -0.1 0.1 0.1 0.413
H 0.587 -5.074 1.838 0.0 0.1 -0.1 0.325
H -1.131 -4.946 1.550 -0.1 0.1 -0.2 0.400
H -1.982 -3.139 0.483 0.0 -0.1 -0.1 0.321
H -0.907 -2.843 -0.926 -0.3 0.0 -0.1 0.033
H -0.957 -1.695 0.401 0.1 -0.2 0.1 0.343
```
Forces are in eV/Å.

Output
- molecular weight (g mol⁻¹) = 485.6
- LUMO energy (eV) = 0.09
- SMILES = CC(=O)OCCCNC(=O)OCC(=O)O.COCCNCCOC.COCCNCCOC
- HOMO (eV) = -8.412
- F_max (eV Å⁻¹) = 9.3
- energy (eV) = -46373.2793
- frontier orbital gap (eV) = 8.50